Here is a 11-piece molecular cluster, C36H95NO12 overall from OMol25. Energies are from ωB97M-V with the def2-TZVPD basis set.

The geometry in ORCA input format:
```
! wB97M-V def2-TZVPD RIJCOSX def2/J DEFGRID3
* xyz 0 1
C -1.499 -5.728 0.041
O -2.413 -4.865 0.682
C -2.906 -3.882 -0.213
C -3.752 -2.874 0.553
N -2.928 -2.285 1.628
C -3.736 -1.335 2.384
C -3.116 -0.819 3.671
O -2.159 0.205 3.439
C -1.596 0.733 4.613
H -1.961 -6.284 -0.781
H -1.219 -6.472 0.788
H -0.610 -5.192 -0.293
H -3.581 -4.381 -0.923
H -2.102 -3.391 -0.770
H -4.637 -3.410 0.910
H -4.039 -2.078 -0.136
H -2.693 -3.076 2.229
H -4.673 -1.812 2.712
H -4.055 -0.490 1.776
H -2.628 -1.639 4.213
H -3.873 -0.377 4.330
H -0.757 1.350 4.283
H -1.235 -0.084 5.249
H -2.280 1.432 5.113
C 2.658 1.307 -3.444
C 3.395 0.320 -4.359
C 4.271 -0.633 -3.541
O 2.471 -0.380 -5.175
H 2.041 1.994 -4.020
H 3.383 1.760 -2.764
H 1.985 0.762 -2.773
H 4.087 0.890 -4.981
H 4.837 -1.284 -4.211
H 3.686 -1.288 -2.896
H 4.989 -0.100 -2.913
H 1.976 -1.026 -4.620
C -1.521 1.180 -3.252
C -2.215 -0.171 -3.334
C -2.241 -0.722 -4.748
O -1.470 -1.075 -2.502
H -1.995 1.923 -3.897
H -0.465 1.055 -3.490
H -1.574 1.568 -2.231
H -3.263 -0.112 -3.020
H -2.904 -0.181 -5.426
H -2.550 -1.767 -4.835
H -1.256 -0.715 -5.227
H -1.503 -0.691 -1.594
C 5.219 -0.673 0.644
C 5.310 -2.180 0.766
C 3.947 -2.842 0.595
O 6.196 -2.645 -0.270
H 4.480 -0.307 1.365
H 4.931 -0.304 -0.340
H 6.126 -0.144 0.946
H 5.772 -2.472 1.713
H 3.563 -2.765 -0.423
H 3.159 -2.506 1.271
H 4.077 -3.912 0.800
H 6.270 -3.597 -0.126
C -5.809 0.952 -0.130
C -5.188 2.288 0.252
C -4.095 2.204 1.329
O -4.684 2.884 -0.926
H -6.078 0.387 0.768
H -5.131 0.314 -0.701
H -6.728 1.093 -0.696
H -6.012 2.905 0.644
H -3.689 3.181 1.570
H -3.343 1.470 1.033
H -4.587 1.784 2.213
H -4.001 3.544 -0.731
C -0.670 -5.727 4.554
C -0.996 -4.257 4.320
C -0.145 -3.640 3.232
O -2.378 -4.168 3.930
H -1.183 -6.076 5.456
H 0.383 -5.938 4.761
H -0.943 -6.347 3.702
H -0.875 -3.677 5.242
H -0.399 -2.576 3.204
H -0.302 -4.051 2.236
H 0.900 -3.742 3.525
H -2.897 -4.471 4.684
C 3.317 4.345 -1.032
C 3.011 3.031 -0.337
C 3.711 1.794 -0.861
O 3.423 3.157 1.048
H 2.722 5.155 -0.614
H 2.967 4.266 -2.070
H 4.381 4.567 -0.987
H 1.927 2.853 -0.348
H 3.581 0.973 -0.159
H 4.789 1.978 -0.910
H 3.391 1.592 -1.883
H 2.845 3.832 1.440
C 0.899 3.612 3.581
C 1.314 5.047 3.295
C 2.680 5.381 3.906
O 1.428 5.156 1.852
H 0.939 3.487 4.670
H 1.610 2.906 3.152
H -0.123 3.327 3.334
H 0.543 5.760 3.602
H 3.101 6.261 3.406
H 3.401 4.590 3.698
H 2.622 5.649 4.960
H 1.706 6.073 1.723
C 0.652 -1.087 0.155
C -0.365 -0.149 0.791
C 0.072 1.306 0.692
O -1.650 -0.242 0.167
H 0.457 -2.127 0.415
H 1.659 -0.802 0.475
H 0.731 -0.917 -0.920
H -0.515 -0.338 1.858
H -0.613 1.970 1.232
H 0.217 1.770 -0.286
H 1.000 1.434 1.265
H -2.097 -1.061 0.527
C -1.168 3.732 -1.708
C -1.272 4.628 -0.504
C -0.537 5.943 -0.668
O -2.676 4.839 -0.303
H -1.706 2.808 -1.490
H -0.141 3.555 -2.021
H -1.677 4.219 -2.546
H -0.891 4.084 0.368
H -1.005 6.556 -1.440
H 0.510 5.801 -0.937
H -0.523 6.512 0.266
H -2.865 5.364 0.481
C -0.210 -3.883 -4.166
C 1.053 -3.385 -3.469
C 2.280 -3.835 -4.247
O 1.012 -1.941 -3.396
H -0.145 -4.959 -4.351
H -0.291 -3.361 -5.120
H -1.131 -3.717 -3.608
H 1.113 -3.751 -2.438
H 3.214 -3.492 -3.804
H 2.253 -3.432 -5.260
H 2.330 -4.924 -4.209
H 0.164 -1.757 -2.921
*
```

Summary:
Gap between HOMO and LUMO ... 0.34509 Eh
Strongest force on any atom ... 5.2 eV/Å
Structure (SMILES) ... COCCNCCOC.CC(C)O.CC(C)O.CC(C)O.CC(C)O.CC(C)O.CC(C)O.CC(C)O.CC(C)O.CC(C)O.CC(C)O
Energy relative to the best compared isomer or geometry (same formula, charge and spin) ... 1.646 eV

---

Here is a 12-piece molecular cluster, C36H96B3F18N7O11 overall from OMol25. Energies are from ωB97M-V with the def2-TZVPD basis set.

The geometry in ORCA input format:
```
! wB97M-V def2-TZVPD RIJCOSX def2/J DEFGRID3
* xyz 2 1
C -13.957 -22.354 5.539
C -12.496 -22.389 5.148
C -11.696 -21.144 5.570
O -12.146 -20.867 6.911
C -11.480 -19.698 7.445
N -11.938 -23.567 5.889
H -12.425 -24.487 5.828
H -10.855 -23.788 5.798
H -12.086 -23.237 6.861
H -14.079 -22.296 6.616
H -14.384 -23.298 5.147
H -14.494 -21.557 5.017
H -12.428 -22.583 4.103
H -12.009 -20.376 4.838
H -10.575 -21.174 5.446
H -11.169 -18.951 6.666
H -10.582 -19.989 8.041
H -12.162 -19.166 8.147
C -11.960 -34.972 3.202
C -12.923 -33.872 2.932
C -13.013 -32.869 4.059
O -11.704 -32.381 4.301
C -11.641 -31.357 5.320
N -12.433 -33.185 1.613
H -11.786 -32.467 1.765
H -11.904 -33.826 1.024
H -13.230 -32.755 1.139
H -12.059 -35.285 4.266
H -10.899 -34.691 3.004
H -12.216 -35.764 2.466
H -13.936 -34.265 2.817
H -13.499 -33.286 4.963
H -13.655 -32.030 3.765
H -10.742 -31.554 5.897
H -12.489 -31.506 6.034
H -11.622 -30.387 4.838
C -9.054 -30.184 -2.534
C -7.778 -29.742 -3.213
C -6.450 -30.105 -2.565
O -5.423 -29.412 -3.290
C -4.100 -29.992 -3.417
N -7.765 -30.152 -4.613
H -11.490 -28.777 -5.193
H -6.957 -29.849 -5.108
H -7.663 -31.174 -4.581
H -9.306 -29.623 -1.590
H -9.063 -31.232 -2.224
H -9.888 -29.959 -3.197
H -7.745 -28.679 -3.348
H -6.301 -31.194 -2.658
H -6.477 -29.847 -1.498
H -4.153 -30.805 -4.095
H -3.739 -30.270 -2.423
H -3.393 -29.255 -3.849
C -12.429 -22.374 -2.444
C -11.725 -21.296 -1.689
C -10.297 -21.631 -1.694
O -9.486 -20.529 -1.226
C -9.611 -20.375 0.242
N -11.815 -19.865 -2.334
H -10.858 -19.487 -2.329
H -12.186 -19.849 -3.285
H -12.416 -19.249 -1.738
H -11.851 -23.261 -2.334
H -12.590 -22.127 -3.491
H -13.443 -22.565 -2.009
H -12.137 -21.089 -0.721
H -9.977 -21.786 -2.741
H -10.192 -22.540 -1.129
H -9.261 -21.246 0.778
H -10.648 -20.223 0.517
H -8.924 -19.575 0.499
C -14.213 -26.122 0.921
C -14.985 -26.411 2.148
C -16.430 -26.872 1.894
O -16.995 -27.392 3.102
C -18.111 -28.179 3.009
N -14.360 -27.490 2.938
H -13.500 -27.114 3.292
H -15.020 -27.731 3.675
H -14.291 -28.260 2.288
H -14.332 -26.951 0.227
H -13.184 -25.944 1.198
H -14.697 -25.196 0.540
H -14.943 -25.562 2.801
H -16.342 -27.706 1.210
H -16.993 -26.029 1.481
H -18.469 -28.416 4.021
H -17.990 -29.165 2.484
H -18.859 -27.627 2.481
C -8.788 -27.774 3.117
C -9.264 -26.607 2.218
C -9.879 -26.932 0.822
O -10.381 -25.757 0.257
C -10.442 -25.745 -1.117
N -10.294 -25.796 2.958
H -9.877 -25.435 3.842
H -10.607 -25.088 2.326
H -11.098 -26.356 3.223
H -9.616 -28.483 3.382
H -8.123 -27.513 3.924
H -8.192 -28.362 2.424
H -8.412 -25.903 2.086
H -10.674 -27.647 0.876
H -9.081 -27.385 0.277
H -9.427 -25.503 -1.535
H -11.168 -24.998 -1.355
H -10.762 -26.723 -1.515
C -9.576 -25.222 9.618
C -9.106 -26.454 8.864
C -9.515 -27.797 9.496
O -9.148 -28.778 8.515
C -9.967 -29.892 8.378
N -9.738 -26.384 7.556
H -10.799 -26.480 7.635
H -9.570 -25.593 6.931
H -9.482 -27.173 7.043
H -9.081 -24.307 9.273
H -9.399 -25.283 10.714
H -10.655 -25.110 9.553
H -8.014 -26.398 8.713
H -10.632 -27.841 9.592
H -8.965 -27.996 10.369
H -10.010 -30.481 9.310
H -9.567 -30.500 7.609
H -10.986 -29.595 8.136
C -12.297 -27.068 -4.651
O -11.522 -25.928 -4.331
O -11.506 -28.173 -4.465
C -13.449 -27.113 -3.550
F -13.976 -25.969 -3.215
F -14.571 -27.832 -3.945
F -13.049 -27.730 -2.393
C -11.013 -25.283 -5.545
C -9.880 -24.346 -5.108
H -10.249 -23.576 -4.411
H -9.010 -24.802 -4.575
H -9.501 -23.852 -6.004
H -11.729 -24.737 -6.118
H -10.641 -26.177 -6.108
H -12.791 -26.855 -5.626
C -8.625 -23.867 5.102
O -8.235 -24.033 3.769
O -9.645 -24.584 5.605
C -7.337 -24.092 5.887
F -6.887 -25.359 5.858
F -6.291 -23.297 5.569
F -7.548 -23.833 7.220
C -7.848 -22.776 3.246
C -7.409 -22.887 1.829
H -8.230 -23.352 1.319
H -7.237 -21.850 1.546
H -6.562 -23.598 1.744
H -7.117 -22.346 3.941
H -8.723 -22.096 3.283
H -8.760 -22.790 5.270
B -12.486 -27.243 5.901
F -13.365 -28.239 5.884
F -12.764 -26.268 4.866
F -12.549 -26.433 7.108
F -11.205 -27.663 5.775
B -12.261 -29.760 1.851
F -11.556 -30.731 1.131
F -11.601 -29.198 2.931
F -12.581 -28.673 1.053
F -13.463 -30.397 2.285
B -12.089 -22.807 1.638
F -12.457 -21.493 1.391
F -10.975 -22.774 2.542
F -13.169 -23.473 2.262
F -11.695 -23.408 0.494
*
```

Summary:
Gap between HOMO and LUMO ... 0.30726 Eh
Strongest force on any atom ... 3.3 eV/Å

---

Here is C36H96F6MgO12P as an isolated structure from OMol25. Energies are from ωB97M-V with the def2-TZVPD basis set.

The geometry in ORCA input format:
```
! wB97M-V def2-TZVPD RIJCOSX def2/J DEFGRID3
* xyz 0 2
Mg -9.979 3.110 1.548
P -7.578 3.239 -1.113
F -6.201 3.278 -0.290
F -7.564 4.858 -1.512
F -6.660 2.906 -2.399
F -8.944 3.136 -2.005
F -7.808 1.678 -0.788
F -8.498 3.688 0.182
C -7.595 3.172 4.712
C -7.554 3.016 3.178
C -6.365 2.181 2.785
O -8.698 2.377 2.766
H -7.649 2.208 5.219
H -8.417 3.768 5.107
H -6.658 3.638 5.015
H -7.506 4.055 2.851
H -5.431 2.743 2.772
H -6.479 1.720 1.804
H -6.186 1.315 3.421
H -8.560 1.509 3.154
C -10.459 3.921 -4.901
C -11.547 4.217 -5.931
C -10.905 4.920 -7.173
O -12.041 2.958 -6.323
H -10.902 3.327 -4.101
H -9.960 4.765 -4.425
H -9.646 3.334 -5.329
H -12.381 4.822 -5.575
H -10.204 4.210 -7.612
H -10.356 5.787 -6.807
H -11.644 5.154 -7.940
H -12.826 3.155 -6.839
C -10.450 0.241 -4.593
C -10.173 -0.365 -3.210
C -8.771 -1.005 -3.042
O -10.047 0.683 -2.224
H -11.375 0.817 -4.636
H -10.609 -0.527 -5.351
H -9.731 0.944 -5.014
H -10.957 -1.043 -2.874
H -8.636 -1.791 -3.784
H -8.662 -1.585 -2.126
H -7.972 -0.285 -3.217
H -9.483 1.356 -2.613
C -9.816 8.257 -1.394
C -10.706 7.065 -1.661
C -11.013 6.949 -3.170
O -10.117 5.938 -1.145
H -9.709 8.461 -0.329
H -10.159 9.187 -1.848
H -8.802 8.142 -1.777
H -11.630 7.215 -1.103
H -11.617 6.080 -3.431
H -10.079 6.776 -3.704
H -11.475 7.841 -3.592
H -9.232 5.795 -1.490
C -3.324 0.075 -2.519
C -4.721 0.117 -1.972
C -5.055 -1.030 -1.118
O -4.781 1.236 -1.154
H -3.140 -0.871 -3.029
H -2.552 0.142 -1.753
H -3.046 0.929 -3.137
H -5.503 0.269 -2.715
H -4.267 -1.176 -0.379
H -5.002 -1.961 -1.681
H -6.009 -0.981 -0.592
H -5.635 1.658 -1.275
C -4.126 5.059 -2.506
C -2.661 5.441 -2.640
C -2.509 6.726 -3.314
O -2.107 5.468 -1.328
H -4.638 4.977 -3.465
H -4.656 5.800 -1.907
H -4.136 4.101 -1.987
H -2.150 4.668 -3.214
H -2.934 6.776 -4.316
H -1.430 6.852 -3.403
H -2.933 7.561 -2.757
H -2.202 4.601 -0.927
C -13.310 4.913 0.184
C -12.455 3.647 -0.268
C -12.563 3.305 -1.744
O -11.152 3.886 0.159
H -13.023 5.721 -0.488
H -13.156 5.189 1.227
H -14.379 4.875 -0.026
H -12.830 2.816 0.329
H -12.122 4.087 -2.363
H -13.567 3.076 -2.100
H -12.042 2.364 -1.925
H -10.845 4.615 -0.385
C -6.161 0.610 -6.799
C -5.653 2.072 -6.773
C -5.111 2.500 -5.424
O -4.643 2.116 -7.734
H -7.033 0.465 -6.160
H -5.326 0.004 -6.450
H -6.516 0.270 -7.772
H -6.439 2.781 -7.035
H -4.679 3.495 -5.527
H -4.397 1.776 -5.030
H -5.917 2.528 -4.691
H -5.091 2.013 -8.577
C -2.851 1.561 1.736
C -2.827 3.001 1.157
C -1.691 3.885 1.673
O -2.645 2.906 -0.262
H -1.825 1.193 1.720
H -3.556 0.909 1.221
H -3.086 1.500 2.799
H -3.775 3.502 1.351
H -1.630 3.828 2.760
H -1.827 4.922 1.368
H -0.739 3.431 1.397
H -3.345 2.306 -0.528
C -10.128 5.905 4.360
C -10.672 5.683 2.979
C -10.767 6.955 2.115
O -9.732 4.932 2.299
H -9.093 6.247 4.332
H -10.167 5.040 5.023
H -10.728 6.676 4.842
H -11.639 5.187 3.065
H -9.809 7.422 1.887
H -11.428 7.699 2.558
H -11.244 6.737 1.159
H -8.926 5.454 2.320
C -6.144 7.360 0.363
C -6.190 6.283 1.438
C -5.016 6.515 2.420
O -7.377 6.363 2.187
H -7.121 7.392 -0.119
H -5.444 7.130 -0.440
H -5.935 8.268 0.929
H -6.063 5.301 0.982
H -3.991 6.535 2.049
H -4.997 5.733 3.179
H -5.125 7.493 2.889
H -7.395 7.214 2.631
C -11.568 -0.561 0.695
C -10.317 0.185 1.155
C -9.048 -0.606 0.850
O -10.170 1.434 0.551
H -11.795 -0.442 -0.364
H -12.394 -0.321 1.364
H -11.326 -1.623 0.741
H -10.368 0.359 2.230
H -9.108 -1.598 1.298
H -8.262 0.022 1.270
H -8.844 -0.649 -0.220
H -10.202 1.211 -0.382
*
```

Summary:
Gap between HOMO and LUMO (spin up / spin down) ... 0.11963 / 0.35556 Eh
Strongest force on any atom ... 3.5 eV/Å